Entry 1:
24
Properties=species:S:1:pos:R:3 method="wB97M-V/def2-TZVPD" gap_ev="4.857 / 6.534" spin_multiplicity=3 total_charge=+1 de_lowest_kj_mol=263.52
C -2.2635 0.6348 1.5262
C -2.1441 1.5098 2.6243
C -0.9754 0.1840 1.3659
C -0.3207 -2.2393 -1.5777
C -0.8825 -1.2131 -0.6579
C 2.2125 1.0444 0.1839
C 1.4528 0.1666 -1.9996
C -0.3143 -0.8018 0.5080
N -0.9090 1.5353 3.0703
N 1.2512 0.8090 -0.8783
O -0.1842 0.7777 2.2507
H -3.1494 0.2785 1.0237
H -2.8862 2.1307 3.1583
H -1.1399 -2.4838 -2.4315
H 0.0044 -3.0100 -1.0182
H -1.7509 -0.7605 -1.2192
H 3.0685 0.4671 -0.1987
H 2.5336 2.0196 0.1383
H 1.9852 0.8021 1.2639
H 2.2296 -0.5094 -2.2652
H 0.5028 -1.6503 -2.0628
H 0.7048 0.1357 -2.8810
H 0.5887 -1.2181 0.8435
H 0.3860 1.3913 -0.7666

***

Entry 2:
25
Properties=species:S:1:pos:R:3 method="wB97M-V/def2-TZVPD" gap_ev=8.558 spin_multiplicity=1 total_charge=+1 de_lowest_kj_mol=124.02
C -2.4554 -1.4747 0.8649
C -2.9577 -0.7724 -0.1620
C 1.6774 -0.5590 0.2578
C 0.6387 -0.3736 -0.5891
C 3.0811 -0.4362 -0.2589
C -0.7454 -0.6227 -0.2104
C 4.1684 -0.0840 0.7465
C -1.9140 0.7183 -1.8508
N -1.1171 -1.3982 0.9013
N -1.8802 -0.2728 -0.8044
O 3.3563 -0.7667 -1.3915
S -1.6563 2.3181 1.1432
H -2.9537 -2.0316 1.6222
H -3.9929 -0.6459 -0.3131
H 1.5446 -0.9738 1.1804
H 0.9258 0.0745 -1.4812
H 4.6493 0.7701 0.3086
H 4.8077 -0.8545 0.6411
H 3.6921 0.0615 1.7047
H -1.0899 0.6119 -2.6472
H -2.8982 0.4670 -2.1820
H -2.0172 1.6029 -1.2997
H -0.5693 -1.7873 1.6170
H -1.9119 3.7522 1.0894
H -0.3821 2.6769 1.1130

***

Entry 3:
24
Properties=species:S:1:pos:R:3 method="wB97M-V/def2-TZVPD" gap_ev=7.105 spin_multiplicity=1 total_charge=+1 de_lowest_kj_mol=237.09
C -0.4139 -3.1372 -1.3177
C -0.9312 -2.2617 -2.1494
C -1.2030 -1.5482 0.1738
C 1.6194 2.3281 -0.4120
C 1.6312 0.9142 -0.7882
C 0.3182 1.4718 -0.3173
C 0.5522 0.8521 2.1171
C -0.1945 1.1948 1.0720
N -0.7028 -2.7740 -0.0192
N -1.5547 1.3276 1.1699
S -1.4354 -0.8041 -1.3371
H -0.0771 -4.1634 -1.4787
H -0.4298 -2.2212 -3.0999
H 2.1192 2.6988 0.5017
H 1.3964 3.2549 -1.0873
H 1.8692 0.4518 -1.6820
H 2.0782 0.2955 0.0710
H -0.4127 1.7504 -1.0889
H 1.6522 0.9963 2.0959
H 0.0443 0.7500 3.0877
H -1.5187 -1.1302 1.0952
H -1.9183 2.0011 0.5338
H -2.0788 1.1193 2.0692
H -0.4097 -3.3669 0.7906

***

Entry 4:
25
Properties=species:S:1:pos:R:3 method="wB97M-V/def2-TZVPD" gap_ev=9.117 spin_multiplicity=1 total_charge=0 de_lowest_kj_mol=321.54
C 1.4812 2.3235 -0.5158
C -0.4418 2.6204 2.6305
C -0.9806 -1.6249 -1.2223
C -0.2481 -1.8478 0.1231
C -0.9358 -0.1717 -1.7350
C 1.1626 -1.2950 -0.0699
C 0.5500 0.2720 -1.8484
C 1.5701 1.0767 0.2246
N 1.5958 3.3371 -1.1046
N 1.1459 0.1033 -0.5158
N 0.2306 3.5092 1.8838
O -0.4144 1.4453 2.5782
H -0.9580 3.2023 3.4379
H -0.5556 -2.3667 -2.0627
H -2.0478 -1.7275 -1.0050
H -0.8825 -1.2966 0.7936
H -0.2943 -2.8470 0.3321
H -1.3092 -0.1894 -2.7778
H -1.4866 0.4590 -1.0993
H 1.7683 -1.4535 0.8134
H 1.6608 -1.8858 -0.8170
H 1.0905 -0.5125 -2.4397
H 0.7129 1.3717 -2.1659
H 0.8770 3.2477 1.2470
H 0.1632 4.4980 1.9274

***

Entry 5:
28
Properties=species:S:1:pos:R:3 method="wB97M-V/def2-TZVPD" gap_ev="6.625 / 6.959" spin_multiplicity=3 total_charge=+2 de_lowest_kj_mol=0.00
O 0.3234 0.2230 -4.8552
C 0.3113 0.7611 -3.8393
Ti 0.2461 1.8001 -1.6265
C -1.3937 2.8518 -1.7703
C 1.9074 2.8688 -2.0602
O -2.3876 3.4677 -1.8568
O 2.8656 3.5064 -2.2624
C -1.0984 -2.6305 -0.4427
N -0.5387 -1.7767 0.5921
C -0.2017 -2.4106 1.8560
C -0.1209 -0.5421 0.2436
N -0.2301 -0.1539 -1.0209
N 0.4467 0.3048 1.1307
C 0.1415 0.3981 2.5414
C 0.9768 1.5632 0.5413
H -1.3400 -3.5851 0.0133
H -0.3852 -2.8062 -1.2593
H -2.0133 -2.1934 -0.8560
H 0.8293 -2.1846 2.1701
H -0.9030 -2.1177 2.6511
H -0.2917 -3.4887 1.7142
H -0.6611 -0.8700 -1.5972
H 0.9666 -0.0047 3.1502
H 0.0115 1.4512 2.8116
H -0.7862 -0.1248 2.8020
H 1.7451 1.3056 -0.2425
H 0.1042 2.2286 0.1637
H 1.4762 2.1585 1.3081

***

Entry 6:
25
Properties=species:S:1:pos:R:3 method="wB97M-V/def2-TZVPD" smiles="CC1=C([N+]#CN)[C@H](N)N(C)C=C1" gap_ev="6.820 / 6.819" spin_multiplicity=1 total_charge=+1 de_lowest_kj_mol=386.72
C -2.9711 -0.6605 0.2597
C 1.2127 1.8439 0.1157
C 2.1805 0.8039 -0.0464
C -0.0696 1.5251 0.0574
C -0.5842 0.0309 -0.0289
C 0.4578 -1.0398 0.1388
C -1.1800 2.5652 -0.1120
C 2.7435 -1.4176 -0.7478
N -1.9327 -0.2269 -0.1443
N 1.8060 -0.4359 -0.2790
N -4.1696 -1.0589 -0.0909
N 0.4330 -1.6911 1.4255
H 1.4474 2.8998 0.4068
H 3.1768 1.2060 -0.2611
H 0.3696 -1.7729 -0.6550
H -0.6241 3.6163 -0.2903
H -1.8602 2.5723 0.7517
H -1.7988 2.3352 -0.9991
H 3.6226 -0.9377 -1.2986
H 3.0441 -2.0290 0.0284
H 2.2748 -2.0216 -1.3840
H -4.8910 -0.9863 0.5263
H -4.3038 -1.6913 -0.8634
H 1.2090 -2.3321 1.3368
H 0.4072 -1.0973 2.1538

***

Entry 7:
23
Properties=species:S:1:pos:R:3 method="wB97M-V/def2-TZVPD" smiles="C[C@H]1CC=C(CC(N)=O)C1" gap_ev=9.874 spin_multiplicity=1 total_charge=0 de_lowest_kj_mol=28.34
C -3.2312 1.3819 -0.1465
C -2.3827 0.2426 0.4004
C -2.2412 -0.9692 -0.5503
C -0.8696 -1.5037 -0.2331
C -0.1447 -0.6318 0.4815
C 1.2853 -0.7857 0.9009
C 2.2180 0.2641 0.3141
N 2.5839 0.1157 -0.9687
C -0.9297 0.6329 0.7472
H -2.8128 1.7570 -1.0934
H -4.2623 1.0516 -0.3401
H -3.2725 2.2217 0.5628
H -2.8503 -0.1262 1.3281
H -3.0411 -1.7110 -0.4089
H -2.2899 -0.6535 -1.6086
H -0.4935 -2.4612 -0.6012
H 1.3893 -0.7270 1.9932
H 1.6752 -1.7650 0.5823
H -0.5668 1.4487 0.0958
H -0.8207 0.9881 1.7832
O 2.9268 0.9868 1.0291
H 1.8745 0.1053 -1.6899
H 3.6066 0.3806 -1.0636

***

Entry 8:
24
Properties=species:S:1:pos:R:3 method="wB97M-V/def2-TZVPD" gap_ev="8.411 / 8.411" spin_multiplicity=1 total_charge=0 de_lowest_kj_mol=530.61
C 3.3621 -0.9177 -1.4808
C 3.1858 -1.6139 -0.2911
C 1.3134 -0.7799 -0.9014
C -2.4836 0.4706 1.0075
C -1.1364 1.8727 -0.5680
C 0.0365 0.5617 1.2090
C -1.0774 -0.6336 -0.6421
C -1.2166 0.5184 0.1774
N 2.1890 -0.2506 -1.6966
O 1.7959 -1.5702 0.0769
O -1.1859 -1.8698 -0.2839
H 4.1485 -0.5915 -2.1213
H 3.8451 -2.0593 0.4097
H -2.3830 -0.4430 1.6267
H -3.3260 0.4860 0.4104
H -2.6011 1.2943 1.6623
H -1.8542 2.0940 -1.3992
H -0.0467 1.8423 -0.8517
H -1.4440 2.6475 0.2136
H 0.1496 -0.4955 1.6711
H 1.0189 0.7768 0.7459
H -0.2122 1.1302 2.0748
H -1.0416 -0.5330 -1.6710
H -1.0360 -1.9364 0.6217

***

Entry 9:
24
Properties=species:S:1:pos:R:3 method="wB97M-V/def2-TZVPD" gap_ev="8.144 / 8.143" spin_multiplicity=1 total_charge=0 de_lowest_kj_mol=441.83
C -0.9039 0.6288 -0.6725
C 1.4443 0.9115 -0.2418
C 0.1741 0.3648 0.0563
C 4.5177 -2.0447 -0.9695
C -3.1551 1.3096 0.2077
C 0.5720 -2.0027 0.7214
C -2.2814 0.1915 -0.3396
C 0.2669 -0.5918 1.1353
N 1.8216 1.7072 -1.2014
O 2.9249 2.3170 -1.2136
O 5.0059 -2.1680 0.0436
H -0.8673 1.2208 -1.5582
H 2.1710 0.9007 0.4679
H -3.3711 1.9975 -0.6042
H -2.7237 1.9637 0.9384
H -3.9178 0.8328 0.8348
H 0.1854 -2.6909 1.5203
H 1.5883 -2.3725 0.5731
H 0.2154 -2.3061 -0.2493
H -2.7233 -0.2091 -1.2926
H -2.2205 -0.6913 0.3520
H 0.8663 -0.3400 1.9854
H -0.7971 -0.8112 1.5084
H 1.2075 1.8826 -2.0018

***

Entry 10:
27
Properties=species:S:1:pos:R:3 method="wB97M-V/def2-TZVPD" gap_ev="7.479 / 5.474" spin_multiplicity=5 total_charge=0
C 1.4745 1.5822 -1.0612
C 0.9952 0.3871 -1.7344
C 1.2383 -0.7245 -0.9054
C 1.8450 -0.2923 0.2881
C 1.9752 1.1226 0.2540
Pt -0.3756 1.5006 0.2172
N 0.7478 2.4951 2.8795
C -1.8436 0.6125 -0.7456
C -2.0613 -0.3733 -1.7706
H 0.9966 -1.7478 -1.1383
H 0.6786 0.3606 -2.7709
H 2.1839 -0.9453 1.0821
H 2.6056 1.7219 0.9053
H 1.6770 2.5399 -1.4969
H -1.6178 -0.2189 -2.7381
H -2.4125 0.3891 0.2101
H -0.1345 2.3562 2.3597
H -2.1023 -1.4155 -1.5595
H -1.9625 1.7351 -1.0025
C -1.0043 -3.1980 2.7790
S -1.5025 -2.1558 1.4156
O -1.0722 -2.8731 0.1973
O -2.9258 -1.9313 1.5684
O -0.6936 -0.9168 1.6723
H -1.6269 -4.0886 2.7952
H -1.1201 -2.6462 3.7104
H 0.0348 -3.4783 2.6282

***

Entry 11:
34
Properties=species:S:1:pos:R:3 method="wB97M-V/def2-TZVPD" gap_ev="4.268 / 6.826" spin_multiplicity=4 total_charge=-1 de_lowest_kj_mol=38.75
W 1.3618 -0.1592 1.1027
O 0.9191 1.4001 -0.1397
N 0.0622 2.4036 0.3032
C -0.1240 3.4440 -0.6089
C -0.7705 4.5771 -0.2056
C -1.1614 4.7428 1.1270
C -0.7687 3.7381 2.0608
C -0.1255 2.6020 1.6599
S 0.4714 1.3737 2.7616
H 0.2220 3.2432 -1.6098
H -0.9602 5.3462 -0.9443
H -1.6722 5.6362 1.4559
H -0.9567 3.8553 3.1193
C -0.6466 -3.1692 -2.3426
C -0.5889 -2.6840 -0.9060
O -1.3934 -3.5404 -0.0833
P -1.3239 -1.0077 -0.6864
O -2.8423 -1.2406 -1.1114
O -0.8278 0.0251 -1.7473
O -1.1060 -0.6001 0.7228
P 1.1245 -2.5580 -0.2674
O 1.8692 -3.8441 -0.8737
O 1.6510 -1.2603 -0.8361
O 1.1541 -2.5785 1.2419
H -1.6797 -3.1707 -2.6929
H -0.2446 -4.1795 -2.4069
H -0.0629 -2.5101 -2.9850
H -1.1342 -3.3608 0.8343
H -3.2142 -1.9673 -0.5922
H -0.1010 0.5809 -1.3219
H 2.4518 -4.2203 -0.2023
C 3.1107 -0.2607 1.8759
H 3.6703 0.5637 2.3221
H 3.6365 -1.2205 1.9760

***

Entry 12:
24
Properties=species:S:1:pos:R:3 method="wB97M-V/def2-TZVPD" smiles="CC(=O)/C=C(/C#N)[Si](C)(C)C" gap_ev=9.026 spin_multiplicity=1 total_charge=0 de_lowest_kj_mol=176.09
C -0.6748 2.0120 -2.0163
C 0.1294 -0.1651 -2.0623
C -0.3937 0.8095 -1.2321
C 0.8478 -1.3520 -1.5845
C 1.4864 -2.1101 -2.6813
C -1.5575 2.2583 1.2148
C 1.1009 0.9771 1.2749
C -1.5389 -0.8184 1.5901
N -0.9885 2.9121 -2.6684
O 0.8255 -1.6713 -0.4598
Si -0.5478 0.7176 0.6413
H 0.1903 0.1325 -3.0750
H 1.6428 -1.5354 -3.6076
H 2.4743 -2.6151 -2.5154
H 0.7435 -3.0011 -2.9096
H -2.0106 2.0003 2.2129
H -0.7763 2.9637 1.4472
H -2.2982 2.5467 0.5827
H 1.1045 1.5860 2.1712
H 1.6741 0.0668 1.4238
H 1.6945 1.3135 0.3838
H -2.5617 -0.8966 1.2695
H -1.1061 -1.8407 1.5612
H -1.3634 -0.5304 2.6679

***

Entry 13:
23
Properties=species:S:1:pos:R:3 method="wB97M-V/def2-TZVPD" gap_ev="10.038 / 5.097" spin_multiplicity=1 total_charge=+1 de_lowest_kj_mol=119.52
C -3.1058 -0.8446 -0.7689
C -2.0337 -1.5516 -1.2952
C -2.8918 0.1650 0.1575
C -0.7468 -1.2347 -0.9048
C -1.6073 0.4894 0.5560
C -0.5369 -0.2404 0.0503
C 1.7280 -1.5045 1.3522
C 2.5554 2.2996 -1.9550
N 1.0653 1.0691 1.9009
P 1.1835 0.0636 0.5686
H -4.1081 -1.0701 -1.0973
H -2.1992 -2.3329 -2.0215
H -3.7288 0.7062 0.5710
H 0.0944 -1.7638 -1.3330
H -1.4476 1.2739 1.2791
H 2.7482 -1.4077 1.7190
H 1.6974 -2.3101 0.6219
H 1.0558 -1.7339 2.1805
H 3.0012 1.6519 -1.2248
H 3.1694 2.7686 -2.6986
H 1.4958 2.4607 -1.9707
H 0.7874 2.0304 1.7412
H 1.8243 1.0160 2.5715

***

Entry 14:
23
Properties=species:S:1:pos:R:3 method="wB97M-V/def2-TZVPD" gap_ev=7.692 spin_multiplicity=1 total_charge=0 de_lowest_kj_mol=325.14
C -1.3012 1.8307 0.6716
C 0.0047 1.3952 0.1866
C -2.2116 1.1522 1.3484
C -1.7794 3.1614 0.0558
C -0.2931 -1.5681 2.0207
C 1.3214 -0.5291 -1.8297
C -0.4736 -1.0195 0.6158
C 1.6878 -0.2342 -0.3117
N 0.3526 0.1609 0.3047
S -3.0510 0.5372 2.4937
H -1.5903 3.3299 -1.0194
H -1.2284 4.0811 0.4401
H -2.8161 3.3040 0.3956
H 0.4560 -2.3543 1.9413
H 0.2211 -0.8358 2.6952
H -1.3206 -1.7054 2.4645
H 2.2194 -0.4542 -2.5414
H 0.8254 -1.5860 -1.9837
H 0.4868 0.0575 -2.0531
H -0.0654 -1.7582 -0.0161
H -1.5191 -0.6659 0.4078
H 2.1126 -1.1496 0.1317
H 2.3500 0.6206 -0.1868

***

Entry 15:
22
Properties=species:S:1:pos:R:3 method="wB97M-V/def2-TZVPD" gap_ev=9.687 spin_multiplicity=1 total_charge=0 de_lowest_kj_mol=263.62
C 2.6933 -0.2846 -0.7199
C 1.4312 0.5639 -1.0108
C 0.4407 0.6448 0.0951
C 0.6088 1.1612 1.3439
C -1.4810 -1.0978 0.1474
C -1.0419 0.1504 -0.1317
C -1.9935 1.3438 -0.3515
C -0.8635 -2.3022 0.6629
H 2.3363 -1.2960 -0.3784
H 3.3049 0.0694 0.0912
H 3.4409 -0.2585 -1.5910
H 0.8946 0.1506 -1.9078
H 1.5860 1.5053 -1.5031
H 1.5345 1.4608 1.7205
H -0.1645 1.3923 1.8773
H -2.5936 -1.2604 0.1311
H -1.9331 2.1388 0.3659
H -1.8514 1.8622 -1.2334
H -2.9931 1.0332 -0.2199
H 0.0157 -2.6048 0.0598
H -1.7174 -3.0252 0.6585
H -0.6238 -2.2457 1.7161

***

Entry 16:
22
Properties=species:S:1:pos:R:3 method="wB97M-V/def2-TZVPD" smiles="C/C=C/CC=C(C)C" gap_ev="7.747 / 7.539" spin_multiplicity=1 total_charge=0 de_lowest_kj_mol=443.44
C -1.5688 -1.3465 0.6146
C 1.7818 0.1713 0.4206
C 0.0913 1.6432 1.5445
C 0.1118 0.1649 -2.4743
C 0.3166 0.3267 0.8122
C -0.3947 -0.7779 1.3443
C -0.9331 -1.3474 -0.7380
C -0.6537 -0.0701 -1.1993
H -0.1092 -1.1980 2.3076
H -1.8306 -2.3437 0.9808
H -2.4662 -0.7108 0.6702
H -0.3869 -2.2157 -1.0819
H -1.4357 0.6699 -1.0283
H 1.9624 -0.7904 -0.0544
H 0.4722 2.4867 0.9651
H 0.6206 1.6425 2.5029
H -0.9598 1.8314 1.7638
H 2.3828 0.2034 1.3355
H 2.1200 0.9827 -0.2267
H 0.5533 1.1624 -2.5080
H 0.8880 -0.5869 -2.6184
H -0.5620 0.1019 -3.3329

***

Entry 17:
22
Properties=species:S:1:pos:R:3 method="wB97M-V/def2-TZVPD" smiles="C=C(C)C.C=CC=C" gap_ev=9.920 spin_multiplicity=1 total_charge=0 de_lowest_kj_mol=182.45
C -0.7455 2.6959 3.4509
C -0.3961 1.8078 2.5260
C 0.6609 2.0461 1.5409
C 1.0597 1.0892 0.7100
H -0.2498 3.6582 3.4952
H -1.5099 2.4886 4.1863
H -0.8559 0.8249 2.5077
H 1.1254 3.0261 1.5688
H 1.8866 1.1909 0.0238
H 0.5660 0.1265 0.7786
C 0.9956 -0.7782 -1.9887
C -0.1167 -1.6861 -1.5455
C -0.0094 -2.4641 -0.4742
C -1.3387 -1.6976 -2.4194
H 1.3430 -1.0848 -2.9805
H 1.8567 -0.8358 -1.3273
H 0.6269 0.2461 -2.0707
H -0.8208 -3.1091 -0.1619
H 0.8817 -2.4337 0.1406
H -1.9633 -2.5644 -2.2061
H -1.0636 -1.7541 -3.4751
H -1.9328 -0.7928 -2.2796

***

Entry 18:
22
Properties=species:S:1:pos:R:3 method="wB97M-V/def2-TZVPD" gap_ev="9.811 / 5.879" spin_multiplicity=2 total_charge=+1 de_lowest_kj_mol=94.31
C -0.5365 0.7094 -2.0634
C -1.4003 -0.3862 -1.4715
C -1.0312 -0.8859 -0.0883
C -0.7773 -2.1572 0.1990
C -1.1780 0.1646 0.9842
C 0.1546 0.8138 1.1367
C 1.3373 0.0824 1.1952
C 2.6242 0.8153 1.1033
H 0.3776 0.3519 -2.5486
H -1.0883 1.1746 -2.8814
H -0.2784 1.4545 -1.3016
H -1.5330 -1.2365 -2.1396
H -2.4100 -0.0441 -1.3341
H -0.5916 -2.5730 1.1828
H -0.6301 -2.8760 -0.5960
H -1.4588 -0.2811 1.9481
H -1.8851 0.9764 0.8439
H 0.1415 1.8983 1.0308
H 1.4388 -0.9703 1.4239
H 3.4754 0.1626 1.3054
H 2.6567 1.2844 0.1291
H 2.5927 1.5223 1.9423

***

Entry 19:
28
Properties=species:S:1:pos:R:3 method="wB97M-V/def2-TZVPD" gap_ev=4.162 spin_multiplicity=1 total_charge=-2
Na 0.0918 -0.0968 0.5099
C 2.1432 1.2581 1.2427
C 1.5641 2.0684 0.2438
C 1.6829 1.3952 -0.9895
C 2.3346 0.1684 -0.7541
C 2.6187 0.0825 0.6242
H 2.2248 1.5025 2.2928
H 1.1287 3.0472 0.3961
H 1.3335 1.7600 -1.9467
H 2.5804 -0.5800 -1.4963
H 3.1211 -0.7358 1.1227
Se -2.3233 -1.3130 0.5295
Te -4.4296 -2.6931 0.2080
Te -2.6988 -1.8212 4.6461
Se -1.2247 -1.0327 2.7464
C -2.3165 -0.6765 -3.2683
As -0.5776 -1.0967 -2.4566
C 0.5161 -0.8273 -4.0958
C -0.7472 -3.0477 -2.6042
H -2.4555 -1.2312 -4.1982
H -2.3729 0.3948 -3.4633
H -3.0907 -0.9539 -2.5514
H 0.0784 -1.3551 -4.9454
H 1.5247 -1.1963 -3.9087
H 0.5709 0.2403 -4.3105
H -0.9838 -3.3431 -3.6279
H -1.5468 -3.3482 -1.9257
H 0.1842 -3.5179 -2.2882